(1)
A single CH4Cl2SSi molecule, computed with ωB97M-V/def2-TZVPD.

Geometry as ORCA input:
```
! RIJCOSX wB97M-V def2-TZVPD def2/J DEFGRID3
* xyz 0 1
C -1.8345 -0.0881 0.5518
Si -0.1153 0.1249 -0.2707
S 1.2056 -1.3979 0.4470
Cl -3.1417 1.0402 0.2634
Cl -2.4397 -1.6731 -0.1906
H -1.7033 -0.3601 1.6944
H -0.4201 -0.0851 -1.6142
H 0.0102 1.6322 -0.0336
H 0.5695 -1.5093 1.6202
*
```

* LUMO level: 0.415 eV
* frontier orbital gap: 10.570 eV
* highest occupied orbital energy: -10.154 eV
* maximum force: 3.0 eV/A
* structure (SMILES): S[SiH2]C(Cl)Cl
* M: 147.10 g/mol

Let us look at the Löwdin charges, expressed in e, one per atom:
1. C -1.293
2. Si 0.216
3. S 0.414
4. Cl 0.513
5. Cl 0.403
6. H 0.058
7. H -0.077
8. H -0.034
9. H -0.200

(2)
A gas-phase ion, C7H11N2O (charge +1), computed with ωB97M-V/def2-TZVPD.

Geometry as ORCA input:
```
! RIJCOSX wB97M-V def2-TZVPD def2/J DEFGRID3
* xyz 1 1
C 0.6864 -0.5372 -1.0247
C -0.3476 0.0441 -0.2451
C 1.9096 -0.2072 -0.6060
C 0.6159 1.0307 0.7928
C -2.4573 -0.9514 -0.4627
C 3.2081 -0.4517 -1.2079
C 0.2688 1.7407 2.0098
N -3.7824 -1.0396 -0.3300
N -1.6952 0.0248 -0.1490
O 1.8460 0.6497 0.4355
H 0.5785 -1.1845 -1.9591
H -1.9110 -1.8903 -0.8891
H 3.6413 0.2232 -1.9544
H 3.8980 -0.2868 -0.2873
H 3.4408 -1.5582 -1.4016
H 1.2263 2.3552 2.3868
H -0.5418 2.4502 1.9055
H -0.0578 1.0117 2.7925
H -4.2846 -1.8085 -0.5916
H -4.1984 -0.3843 0.3143
H -2.0437 0.7694 0.4713
*
```

* LUMO level (spin up / spin down): -3.713 / -3.713 eV
* frontier orbital gap (spin up / spin down): 7.406 / 7.405 eV
* highest occupied orbital energy (spin up / spin down): -11.119 / -11.118 eV
* maximum force: 9.1 eV/A
* structure (SMILES): Cc1cc(/[NH+]=C/N)c(C)o1
* M: 139.18 g/mol

Let us look at the Löwdin charges, expressed in e, one per atom:
1. C -0.016
2. C -0.100
3. C -0.366
4. C -0.140
5. C -0.124
6. C -0.018
7. C -0.042
8. N 0.193
9. N 0.088
10. O 0.074
11. H 0.157
12. H 0.208
13. H 0.093
14. H 0.122
15. H 0.120
16. H 0.154
17. H 0.074
18. H 0.103
19. H 0.091
20. H 0.135
21. H 0.194

Q: Which of these has the lowest maximum force?
A: CH4Cl2SSi

Please write out number 1 again, unchanged.
A single CH4Cl2SSi molecule, computed with ωB97M-V/def2-TZVPD.

Geometry as ORCA input:
```
! RIJCOSX wB97M-V def2-TZVPD def2/J DEFGRID3
* xyz 0 1
C -1.8345 -0.0881 0.5518
Si -0.1153 0.1249 -0.2707
S 1.2056 -1.3979 0.4470
Cl -3.1417 1.0402 0.2634
Cl -2.4397 -1.6731 -0.1906
H -1.7033 -0.3601 1.6944
H -0.4201 -0.0851 -1.6142
H 0.0102 1.6322 -0.0336
H 0.5695 -1.5093 1.6202
*
```

* LUMO level: 0.415 eV
* frontier orbital gap: 10.570 eV
* highest occupied orbital energy: -10.154 eV
* maximum force: 3.0 eV/A
* structure (SMILES): S[SiH2]C(Cl)Cl
* M: 147.10 g/mol

Let us look at the Löwdin charges, expressed in e, one per atom:
1. C -1.293
2. Si 0.216
3. S 0.414
4. Cl 0.513
5. Cl 0.403
6. H 0.058
7. H -0.077
8. H -0.034
9. H -0.200

Q: Which of these has the highest maximum force?
A: C7H11N2O